[1]
Entry from the Open Molecules 2025 dataset: C9H14 in the gas phase at a distorted geometry (ωB97M-V/def2-TZVPD).

CARTESIAN COORDINATES (ANGSTROEM)
C: 3.116 -0.930 -0.960
C: 2.041 0.083 -0.975
C: 1.114 0.398 -0.053
C: 1.014 -0.149 1.369
C: 0.002 1.435 -0.388
C: -1.223 0.692 -0.359
C: -2.271 0.129 0.183
C: -3.206 0.126 1.346
C: -1.789 -0.563 -1.049
H: 3.996 -0.539 -1.449
H: 2.776 -1.851 -1.586
H: 3.411 -1.320 -0.046
H: 1.977 0.684 -1.893
H: 0.453 -0.989 1.434
H: 0.681 0.648 2.004
H: 2.086 -0.506 1.745
H: 0.133 1.989 -1.321
H: 0.003 2.234 0.353
H: -4.141 0.457 0.950
H: -2.838 0.882 1.936
H: -3.294 -0.906 1.650
H: -2.473 -0.347 -1.907
H: -1.569 -1.659 -0.981

Cartesian forces (eV/Å) of the 6 atoms listed first:
C -0.9 -1.3 -2.6
C -1.2 1.1 0.3
C 0.4 0.5 -0.3
C 4.7 1.4 -0.7
C 1.6 0.4 0.5
C -1.9 -2.5 0.1

## Properties
Orbital gap: 9.354 eV
Relative energy (zero: lowest compared OMol25 entry of this formula, charge and spin): 91.4 kcal per mole
DFT total energy: -351.18457 Eh
Structure (SMILES): C/C=C(\C)CC1=C(C)C1

And the natural (NBO) charges, in e, turn out to be: -0.640 -0.191 0.041 -0.637 -0.470 0.008 0.062 -0.652 -0.458 0.216 0.216 0.212 0.193 0.215 0.214 0.207 0.226 0.214 0.224 0.225 0.230 0.163 0.182


[2]
Entry from the Open Molecules 2025 dataset: 2 unconnected molecules or ions with the total composition C2H3F2NO at a distorted geometry (ωB97M-V/def2-TZVPD).

CARTESIAN COORDINATES (ANGSTROEM)
C: 0.692 -0.362 -0.007
C: -0.900 -0.676 -0.178
H: 1.772 1.485 0.446
H: 0.148 1.861 -0.191
H: -0.935 -1.102 -1.159
N: 0.817 0.822 0.763
O: 1.425 -1.228 -0.264
F: -1.253 -1.349 0.837
F: -1.764 0.549 -0.246

Cartesian forces (eV/Å) of the 6 atoms listed first:
C -4.4 2.6 1.5
C 1.9 4.5 -2.1
H -2.7 -3.2 1.7
H 1.3 -3.6 3.3
H -1.0 -0.9 -0.4
N 2.1 6.5 -5.2

## Properties
Orbital gap: 9.878 eV
Relative energy (zero: lowest compared OMol25 entry of this formula, charge and spin): 99.4 kcal per mole
DFT total energy: -407.59796 Eh

And the natural (NBO) charges, in e, turn out to be: 0.607 0.484 0.393 0.365 0.144 -0.797 -0.513 -0.281 -0.402


[3]
Entry from the Open Molecules 2025 dataset: a molecular structure, C5H6N2O2 at a distorted geometry (ωB97M-V/def2-TZVPD).

CARTESIAN COORDINATES (ANGSTROEM)
C: 3.180 0.417 -0.370
C: 2.918 -0.715 0.315
C: 1.105 0.309 0.016
C: -0.875 0.684 0.239
C: -3.100 -0.061 -0.012
N: 2.006 1.092 -0.483
N: -1.589 -0.366 -0.049
O: -1.294 -1.497 -0.371
O: 1.570 -0.812 0.556
H: 4.118 0.861 -0.762
H: 3.666 -1.455 0.559
H: -1.267 1.756 0.447
H: -3.287 0.999 -0.033
H: -3.583 -0.684 -0.841
H: -3.568 -0.526 0.789

Cartesian forces (eV/Å) of the 6 atoms listed first:
C 0.6 0.1 0.4
C 1.5 -0.3 -0.6
C -4.0 2.0 0.5
C 4.6 0.0 -0.5
C 0.4 -1.2 -2.5
N -2.3 0.7 -0.6

## Properties
Orbital gap: 9.786 eV
Relative energy (zero: lowest compared OMol25 entry of this formula, charge and spin): 139.2 kcal per mole
DFT total energy: -453.91239 Eh

And the natural (NBO) charges, in e, turn out to be: -0.114 0.033 0.533 -0.056 -0.452 -0.517 0.109 -0.466 -0.410 0.225 0.213 0.242 0.208 0.235 0.217


[4]
Entry from the Open Molecules 2025 dataset: a molecular structure, C26H28F6N2O9PS4Ta (ωB97M-V/def2-TZVPD).

CARTESIAN COORDINATES (ANGSTROEM)
Ta: -0.211 0.111 0.736
F: -3.302 2.977 2.827
C: -2.394 2.790 3.777
F: -2.959 2.770 4.956
F: -1.467 3.729 3.705
S: -1.546 1.173 3.474
O: -0.968 1.450 2.098
O: -0.587 0.971 4.490
N: -2.648 0.083 3.385
S: -3.158 -0.701 2.133
O: -2.399 -0.321 0.896
O: -3.305 -2.093 2.353
C: -4.854 -0.040 1.785
F: -5.389 -0.814 0.858
F: -5.559 -0.070 2.891
F: -4.762 1.204 1.333
C: 4.922 -5.565 0.436
C: 3.923 -4.585 0.972
C: 3.236 -3.721 0.109
C: 2.340 -2.793 0.594
C: 2.123 -2.729 1.972
C: 2.790 -3.573 2.854
C: 3.681 -4.499 2.341
S: 1.045 -1.554 2.656
O: 0.974 -1.699 4.059
O: -0.303 -1.625 1.928
N: 1.392 -0.094 2.081
C: 2.713 0.370 1.710
C: 2.651 0.741 0.228
O: 3.528 1.171 -0.431
O: 1.368 0.547 -0.273
H: 4.722 -5.819 -0.603
H: 4.933 -6.478 1.028
H: 5.924 -5.132 0.485
H: 3.422 -3.781 -0.956
H: 1.818 -2.137 -0.093
H: 2.604 -3.498 3.916
H: 4.201 -5.165 3.018
H: 3.493 -0.377 1.864
H: 2.994 1.266 2.266
C: -2.704 2.669 -0.619
P: -1.043 2.034 -0.930
C: -1.009 1.422 -2.628
C: -2.179 1.215 -3.356
C: -2.106 0.781 -4.675
C: -0.871 0.556 -5.266
C: 0.299 0.750 -4.538
C: 0.235 1.178 -3.222
C: 0.104 3.424 -0.853
C: 0.731 3.717 0.360
C: 1.597 4.795 0.451
C: 1.839 5.582 -0.666
C: 1.212 5.299 -1.871
C: 0.344 4.222 -1.969
H: -2.947 3.444 -1.346
H: -2.723 3.104 0.379
H: -3.434 1.865 -0.669
H: -3.148 1.417 -2.917
H: -3.016 0.643 -5.244
H: -0.818 0.243 -6.301
H: 1.263 0.586 -5.001
H: 1.146 1.345 -2.661
H: 0.533 3.122 1.245
H: 2.080 5.024 1.392
H: 2.517 6.422 -0.595
H: 1.399 5.918 -2.738
H: -0.138 4.005 -2.914
C: -1.078 -2.404 -2.971
S: -1.788 -1.840 -1.450
C: -1.936 -3.369 -0.555
O: -0.538 -1.163 -0.774
H: -0.206 -3.021 -2.763
H: -0.815 -1.518 -3.548
H: -1.850 -2.971 -3.493
H: -2.697 -3.967 -1.059
H: -2.266 -3.136 0.457
H: -0.974 -3.881 -0.549

Cartesian forces (eV/Å) of the 6 atoms listed first:
Ta 0.1 -0.6 -0.4
F 0.0 0.0 0.0
C 0.0 0.1 -0.1
F 0.0 -0.1 0.0
F 0.0 0.0 0.0
S -0.1 -0.1 0.4

## Properties
Orbital gap: 7.596 eV
Relative energy (zero: lowest compared OMol25 entry of this formula, charge and spin): 0.0 kcal per mole
DFT total energy: -4384.14774 Eh
Net charge: +2

And the Löwdin charges, in e, turn out to be: 1.778 0.158 -0.681 0.216 0.187 0.708 -0.489 -0.175 -0.240 0.689 -0.486 -0.199 -0.681 0.182 0.205 0.155 -0.022 -0.227 -0.007 -0.054 -0.302 -0.014 0.007 0.713 -0.191 -0.426 -0.296 -0.098 -0.490 0.198 -0.272 0.087 0.093 0.104 0.126 0.097 0.127 0.134 0.144 0.148 -0.199 0.975 -0.381 -0.086 -0.060 -0.061 -0.056 -0.093 -0.357 -0.103 -0.049 -0.040 -0.041 -0.065 0.078 0.046 0.040 0.105 0.119 0.121 0.121 0.108 0.080 0.118 0.121 0.120 0.115 -0.187 1.021 -0.186 -0.656 0.083 0.039 0.090 0.090 0.042 0.083